(1)
Below is C13H16N6OS as an isolated structure at a distorted geometry, with properties calculated with ωB97M-V with the def2-TZVPD basis set.

## Properties
Kohn-Sham gap in eV: 8.066
ΔE to the lowest compared entry with this formula, charge and spin in kJ/mol: 1269.62

```
37
Properties=species:S:1:pos:R:3:forces:R:3:mulliken_charge:R:1
C -2.1455 1.8400 0.0037 2.6 -2.0 -5.6 -0.853
N -0.7814 2.1150 0.4868 -0.4 -4.7 -1.3 0.106
C 0.1740 1.2562 0.2279 6.1 -4.8 -0.3 0.115
N 1.3888 1.5848 0.8623 -1.1 -2.5 -3.5 -0.201
N 1.2880 2.7617 1.4320 -6.6 -1.1 -0.4 -0.613
C -0.1363 2.8953 1.2692 2.6 6.2 4.2 0.300
C -0.7999 4.0120 1.8600 -1.8 1.4 -3.9 0.431
N -2.0619 4.4245 1.2922 -0.2 -0.7 2.0 -0.372
C -2.6095 5.4967 1.7753 0.6 0.2 0.6 -0.308
C -1.8878 6.4399 2.6770 -12.7 0.1 -4.0 -0.086
N -0.8019 6.1144 2.8143 15.1 -1.8 2.7 -0.373
C -0.0996 5.0169 2.3050 3.9 2.8 5.5 -0.254
H 1.1370 4.9453 2.7372 -4.1 0.2 -1.8 0.247
H -2.4467 7.3165 3.0161 0.5 0.1 0.5 0.357
H -3.6086 5.7155 1.5426 -1.3 0.2 -1.0 0.439
S 0.0682 -0.4649 -0.5928 0.2 2.8 0.8 -0.175
C 1.8146 -1.1060 -0.2093 -2.4 -0.2 -8.4 -0.851
H 2.1897 -0.5817 0.5059 2.4 3.0 4.5 0.721
C 1.4643 -2.4261 0.0567 1.3 -8.9 6.9 0.530
O 1.6087 -2.9250 1.3476 -1.0 3.0 -6.2 -0.682
N 1.2603 -3.4530 -0.8836 -0.9 1.8 4.0 0.351
C 0.8632 -3.3863 -2.2011 4.1 9.9 -4.7 -0.507
C 0.3047 -4.5663 -2.7600 -0.6 1.5 -1.5 -0.436
H 0.5430 -4.8377 -3.7019 0.5 0.7 -4.1 0.294
C 1.0574 -5.4701 -2.0796 -0.8 -8.8 11.2 -0.693
C 0.9999 -4.7695 -0.4485 2.3 -3.3 0.5 -0.699
H 1.9750 -5.1432 0.3399 -3.4 0.9 -2.3 0.210
H -0.0499 -4.9460 -0.0538 1.4 0.3 0.0 0.305
H 0.5124 -6.6275 -1.7010 1.3 3.2 -1.8 0.227
H 2.0796 -5.7553 -2.0143 0.9 0.6 -1.7 0.339
H -0.7226 -4.5179 -2.7095 -2.4 -0.8 0.8 0.334
H 0.4096 -2.3568 -2.4826 -0.6 -1.8 0.8 0.284
H 1.9031 -2.9737 -2.7074 -1.8 -1.8 0.0 0.241
H 2.4232 -1.0793 -1.2228 -1.0 0.4 2.1 0.223
H -2.6256 2.6306 0.3162 -3.2 3.8 1.1 0.466
H -2.7018 0.9036 0.1896 1.3 0.2 0.5 0.280
H -1.9860 1.9174 -1.2892 -0.8 -0.2 3.9 0.303
```
Positions in Å, forces in eV/Å.

***

(2)
Below is C13H17AuN6S as an isolated structure at a distorted geometry, with properties calculated with ωB97M-V with the def2-TZVPD basis set.

## Properties
Kohn-Sham gap (spin up / spin down) in eV: 5.760 / 5.766
Net charge: +2

```
38
Properties=species:S:1:pos:R:3:forces:R:3:mulliken_charge:R:1
Au 1.0652 -0.4781 0.3837 -2.2 -2.1 0.6 0.991
C -0.4900 -1.6514 4.3093 -0.2 0.1 0.0 -1.501
C -0.1557 -0.8763 3.0850 0.3 -0.2 -0.6 0.784
N -0.2747 -1.3741 1.8859 1.2 1.8 -0.2 0.329
N -0.9313 -2.4764 1.6441 -0.4 -1.2 -1.6 -0.984
C -0.8380 -2.9535 0.3981 -0.3 0.3 2.4 0.757
N -1.4075 -4.1217 0.1604 0.0 -0.2 -0.6 -0.346
S -0.0961 -2.1019 -0.9175 1.0 1.0 0.0 -0.361
C 0.3097 0.5158 3.1394 -0.1 -0.3 0.1 0.776
C 0.1352 1.2977 4.2607 0.0 0.1 0.0 -0.558
C 0.4387 2.6559 4.1894 0.0 -0.1 0.1 -0.360
C 0.9093 3.1763 3.0027 0.0 0.0 -0.2 -0.831
C 1.1007 2.3183 1.9243 0.0 0.2 0.1 -0.196
N 0.8137 1.0226 1.9951 0.9 0.1 -0.5 -0.570
H -0.6580 -2.6962 4.0736 0.0 0.0 0.0 0.398
H -1.4006 -1.2468 4.7612 0.0 -0.1 0.0 0.390
H 0.3173 -1.5684 5.0378 0.0 0.1 0.0 0.417
H -1.9089 -4.6004 0.8946 0.1 0.1 0.0 0.257
H -1.4359 -4.5071 -0.7700 -0.1 -0.1 0.1 0.206
H -0.2596 0.8674 5.1703 0.0 0.0 0.0 0.396
H 0.2938 3.2911 5.0528 0.0 0.0 0.0 0.462
H 1.1402 4.2272 2.8999 0.0 0.0 0.0 0.414
H 1.5104 2.6813 0.9919 -0.1 0.0 0.0 0.689
C 4.6279 -2.2475 -3.4992 -0.1 0.0 0.0 -1.243
C 4.1465 -1.3907 -2.3783 0.0 -0.2 -0.1 0.693
C 4.8104 -0.4531 -1.6152 0.0 0.2 0.2 -0.788
C 3.8810 0.0528 -0.7089 0.1 0.2 -0.1 0.809
N 2.6955 -0.5418 -0.9150 0.0 0.7 0.5 -0.339
N 2.8860 -1.4318 -1.9213 -0.3 -0.1 -0.1 0.084
C 4.0765 1.0950 0.3405 0.0 -0.1 0.0 -1.165
H 5.6965 -2.1054 -3.6330 0.0 0.0 0.0 0.337
H 4.1328 -1.9860 -4.4354 0.0 0.0 0.0 0.342
H 4.4382 -3.3031 -3.3036 0.0 0.0 0.0 0.357
H 5.8416 -0.1578 -1.7137 0.0 0.0 0.0 0.364
H 2.1206 -1.9813 -2.2772 0.1 0.0 0.0 0.229
H 4.9652 1.6820 0.1221 0.0 0.0 0.0 0.385
H 4.2126 0.6411 1.3245 0.0 0.0 0.0 0.296
H 3.2232 1.7710 0.3803 0.1 0.0 -0.1 0.082
```
Positions in Å, forces in eV/Å.

***

(3)
Below is a 2-piece molecular cluster, C13H17BrF5N5O6S overall at a distorted geometry, with properties calculated with ωB97M-V with the def2-TZVPD basis set.

## Properties
Kohn-Sham gap in eV: 5.525

```
48
Properties=species:S:1:pos:R:3:forces:R:3:mulliken_charge:R:1
C -4.1799 0.0931 2.1286 0.0 -0.1 -0.2 -0.659
C -3.5760 -1.0409 1.8377 0.6 -0.2 0.3 -0.135
C -2.3256 -1.4948 2.5564 -1.4 -0.8 0.3 -0.852
N -1.2593 -1.8295 1.5913 -0.8 -0.2 1.1 0.099
C -0.9987 -3.2147 1.3494 0.9 -0.5 -0.8 -1.279
O -1.4830 -3.6306 0.0947 -0.1 0.2 0.1 -0.322
C -2.1311 -4.8876 0.1567 -0.4 -0.4 -0.3 -0.833
C -0.6318 -0.8067 1.0253 -0.2 -1.2 -0.2 0.655
N -0.8925 0.4529 1.3552 -0.6 0.6 0.8 -0.426
C -0.0827 1.1878 0.6489 -0.8 -0.5 0.7 0.046
N 0.6611 0.4124 -0.1166 1.3 2.0 -1.5 -0.084
N 1.6377 0.9434 -0.9676 -0.3 -0.7 0.9 -0.044
C 1.0544 1.9273 -1.8506 -0.4 2.4 -0.6 0.516
O 1.0997 3.0975 -1.6789 0.2 -1.5 0.2 -0.350
F 0.3993 1.3943 -2.8519 0.1 -0.7 0.1 -0.193
C 2.7698 1.4632 -0.2897 2.6 1.2 -0.8 0.566
O 3.6519 2.0515 -0.8289 -1.4 -0.9 0.4 -0.423
F 2.8176 1.1940 1.0103 -0.7 -0.5 -0.1 -0.221
N 0.3240 -0.8921 0.0744 -0.2 -0.3 0.0 0.331
C 0.9538 -1.9543 -0.6662 1.9 0.3 -0.9 -0.739
Br 0.7252 -1.7264 -2.6114 -0.4 -0.1 0.4 -0.002
C 2.4776 -2.0150 -0.4116 -0.3 -1.1 -0.2 -0.119
C 2.9288 -3.4418 -0.7703 -0.5 0.3 0.0 -1.367
H -4.0300 0.5172 3.1094 0.4 0.8 -0.3 0.269
H -4.7793 0.5660 1.3680 -0.9 0.0 0.5 0.260
H -3.9530 -1.7111 1.0771 0.4 0.3 -0.7 0.336
H -2.5854 -2.4064 3.0894 0.4 -0.3 0.0 0.368
H -1.9920 -0.7894 3.3059 0.2 0.3 -0.1 0.466
H -1.4212 -3.8589 2.1101 -0.2 0.4 0.5 0.629
H 0.0858 -3.3712 1.3833 0.1 0.0 0.1 0.561
H -2.9371 -4.8941 0.8920 0.0 0.1 0.2 0.342
H -2.5899 -5.0769 -0.8062 0.1 0.1 -0.2 0.276
H -1.4423 -5.7072 0.3633 0.2 0.0 0.1 0.345
H -0.0228 2.2620 0.6992 0.2 0.2 -0.2 0.632
H 0.5636 -2.9375 -0.4694 -0.8 0.3 0.3 0.556
H 2.9966 -1.2822 -1.0133 0.1 0.3 0.1 0.348
H 2.6921 -1.9061 0.6503 -0.1 0.5 0.1 0.342
H 3.9988 -3.5659 -0.6664 0.1 -0.1 0.1 0.399
H 2.3924 -4.1098 -0.0970 0.3 -0.3 0.1 0.336
H 2.6283 -3.7238 -1.7752 0.1 0.1 -0.2 0.351
C 1.4629 6.5399 -2.2059 0.0 0.1 -0.1 0.601
F 1.9699 5.4447 -1.6150 0.3 0.0 0.1 -0.234
F 2.4656 7.4195 -2.3374 0.0 0.1 0.1 -0.243
F 1.1062 6.1806 -3.4514 -0.1 -0.1 -0.1 -0.242
S 0.0466 7.2020 -1.2277 -0.2 0.2 0.1 1.120
O 0.6548 7.4976 0.0507 0.1 -0.1 0.0 -0.667
O -0.8754 6.0806 -1.2236 0.1 -0.2 0.0 -0.661
O -0.3755 8.3473 -1.9957 0.0 0.0 -0.1 -0.658
```
Positions in Å, forces in eV/Å.

***

(4)
Below is the molecule C13H17Cl3N2O2, with properties calculated with ωB97M-V with the def2-TZVPD basis set.

## Properties
SMILES: CCCCCCCOC(=O)c1nc(Cl)c(Cl)c(N)c1Cl
Kohn-Sham gap in eV: 9.722
ΔE to the lowest compared entry with this formula, charge and spin in kJ/mol: 0.00

```
37
Properties=species:S:1:pos:R:3:forces:R:3:mulliken_charge:R:1
C -8.0550 0.0594 -0.7122 0.2 0.0 -0.2 -1.369
C -6.5938 0.1725 -1.1303 -0.1 0.1 0.3 -0.182
C -5.7539 0.8514 -0.0506 0.2 0.0 -0.3 -0.665
C -4.3101 1.1197 -0.4773 -0.1 -0.2 0.0 -0.814
C -3.4930 -0.1308 -0.8037 0.0 0.1 0.2 -0.468
C -3.3584 -1.0831 0.3836 0.4 0.0 -0.4 -0.416
C -2.3202 -2.1717 0.1206 -0.6 -0.1 0.4 -0.837
O -1.0260 -1.6107 -0.1281 0.1 0.0 -0.4 -0.338
C -0.3447 -1.1867 0.9230 0.2 0.1 0.2 0.133
O -0.6980 -1.2550 2.0681 0.0 -0.1 0.0 -0.552
C 0.9603 -0.5618 0.4878 0.1 0.4 0.0 0.532
N 1.9521 -1.3778 0.1634 0.0 -0.3 0.0 -0.581
C 3.1100 -0.8546 -0.1856 -0.4 0.3 0.2 0.066
Cl 4.3487 -1.9637 -0.5851 0.3 -0.2 -0.1 -0.174
C 3.3492 0.5118 -0.2372 -0.1 -0.1 0.0 0.329
Cl 4.8897 1.1394 -0.6980 -0.1 0.1 0.0 -0.210
C 2.3142 1.4059 0.0903 -0.1 -0.6 0.0 0.305
N 2.4768 2.7374 0.0351 0.0 0.2 0.0 -0.425
C 1.0904 0.8146 0.4634 0.2 -0.1 0.0 0.573
Cl -0.2451 1.8293 0.8745 -0.1 0.1 0.0 -0.267
H -8.1454 -0.5205 0.2040 -0.1 -0.1 0.1 0.339
H -8.4797 1.0451 -0.5346 -0.1 0.1 0.0 0.337
H -8.6392 -0.4310 -1.4875 -0.1 0.0 0.0 0.371
H -6.2042 -0.8271 -1.3301 0.1 0.0 -0.1 0.241
H -6.5249 0.7491 -2.0557 0.1 0.0 -0.1 0.276
H -5.7648 0.2420 0.8546 -0.1 0.0 0.1 0.257
H -6.2166 1.8098 0.1989 -0.1 0.0 0.1 0.428
H -4.3181 1.7659 -1.3585 0.0 0.1 0.0 0.386
H -3.8074 1.6656 0.3252 0.1 0.1 0.0 0.276
H -2.4935 0.1862 -1.1118 0.0 0.0 -0.1 0.357
H -3.9399 -0.6601 -1.6468 0.0 0.0 -0.1 0.290
H -3.0605 -0.5241 1.2729 -0.1 0.0 0.1 0.317
H -4.3097 -1.5723 0.5934 -0.1 0.0 0.1 0.365
H -2.5574 -2.7344 -0.7839 0.0 0.0 0.1 0.439
H -2.2539 -2.8471 0.9793 0.0 0.0 -0.2 0.361
H 3.3831 3.1122 -0.1842 -0.1 0.1 0.0 0.154
H 1.7247 3.3358 0.3286 0.1 0.0 0.0 0.165
```
Positions in Å, forces in eV/Å.

***

(5)
Below is a 5-piece molecular cluster, C13H17Cl3O12 overall at a distorted geometry, with properties calculated with ωB97M-V with the def2-TZVPD basis set.

## Properties
SMILES: ClC(Cl)Cl.O=C1OCCO1.O=C1OCCO1.O=C1OCCO1.O=C1OCCO1
Kohn-Sham gap in eV: 10.647

```
45
Properties=species:S:1:pos:R:3:forces:R:3:mulliken_charge:R:1
Cl -1.2044 -3.4601 -0.7392 0.6 1.2 0.4 -0.110
C -0.2708 -2.1822 0.1351 0.0 0.7 0.1 0.056
Cl -0.1621 -0.5164 -0.6251 -0.4 -1.2 -0.1 -0.129
Cl 1.3711 -2.7077 0.4706 -0.1 -0.2 -0.1 -0.101
H -0.7447 -1.9645 1.0922 -0.1 -0.4 -0.3 0.283
O -10.3458 -4.7512 1.7090 1.8 -0.7 -1.1 -0.561
C -9.3217 -5.2044 1.2263 -3.3 0.9 2.3 0.670
O -8.4453 -5.8977 1.9646 0.7 0.0 -0.4 -0.314
C -7.4068 -6.3867 1.0870 -0.7 0.2 0.7 -0.320
C -7.6370 -5.5671 -0.1704 0.9 -0.5 0.4 -0.281
O -8.9870 -5.0981 -0.0522 1.1 -0.4 -0.9 -0.295
H -6.4350 -6.1554 1.5232 -0.1 -0.4 0.1 0.264
H -7.6097 -7.4516 0.9738 0.4 0.0 -0.1 0.269
H -7.4118 -6.2377 -0.9996 -0.6 0.6 -0.5 0.298
H -6.9354 -4.7337 -0.1332 -0.3 0.2 -0.5 0.271
O 5.3203 -7.3536 -4.7306 0.6 2.7 0.4 -0.551
C 5.4018 -6.1428 -4.5933 1.1 -3.1 1.0 0.686
O 4.5265 -5.3016 -5.0559 -1.9 0.8 -1.1 -0.308
C 4.8427 -3.9704 -4.7611 0.6 1.2 0.7 -0.280
C 6.2179 -4.0486 -4.1107 -0.2 -1.0 -0.2 -0.249
O 6.3599 -5.4619 -3.8759 0.1 -0.7 -0.8 -0.338
H 4.9400 -3.4044 -5.6875 -0.6 0.0 0.1 0.286
H 4.1940 -3.4909 -4.0281 -0.8 -0.3 -0.5 0.248
H 6.3101 -3.6196 -3.1129 0.1 0.5 -0.5 0.282
H 6.8777 -3.6858 -4.8988 0.9 -0.1 0.8 0.225
O 3.8727 5.2412 4.3951 -3.5 -1.2 0.3 -0.572
C 2.7057 4.8485 4.5015 3.7 1.8 0.1 0.692
O 2.2197 3.7499 3.9366 1.0 -1.1 -0.8 -0.313
C 0.8880 3.5052 4.3025 -0.9 1.1 -0.1 -0.208
C 0.5378 4.8679 4.9164 -2.2 -0.2 -0.1 -0.325
O 1.7434 5.4807 5.2028 1.4 0.1 0.5 -0.311
H 0.2818 3.4015 3.4026 0.1 -0.4 0.0 0.225
H 0.7800 2.6285 4.9412 0.2 0.1 0.1 0.274
H -0.1349 4.8198 5.7727 0.4 -0.1 0.3 0.298
H 0.0298 5.5072 4.1944 -0.1 -0.1 -0.3 0.239
O 1.4684 8.9126 1.2143 -0.3 -2.2 -3.2 -0.555
C 1.3887 8.1340 0.2578 1.1 1.9 3.2 0.688
O 2.4139 7.8282 -0.5752 0.1 1.5 0.9 -0.334
C 2.0719 6.7695 -1.3882 0.0 -2.3 -0.4 -0.316
C 0.5336 6.6028 -1.1800 1.5 -0.6 -1.0 -0.209
O 0.3195 7.3794 -0.0124 -0.8 0.1 -0.5 -0.313
H 2.5540 6.8201 -2.3645 -0.9 0.9 -0.4 0.330
H 2.5602 5.8495 -1.0669 0.1 -0.1 0.8 0.219
H 0.3175 5.5551 -0.9705 -0.2 0.2 0.1 0.235
H 0.0038 6.8927 -2.0873 -0.5 0.5 0.5 0.254
```
Positions in Å, forces in eV/Å.

***

(6)
Below is C13H17Cl4N3O2 as an isolated structure at a distorted geometry, with properties calculated with ωB97M-V with the def2-TZVPD basis set.

## Properties
Kohn-Sham gap in eV: 8.525
ΔE to the lowest compared entry with this formula, charge and spin in kJ/mol: 0.00

```
39
Properties=species:S:1:pos:R:3:forces:R:3:mulliken_charge:R:1
N -0.8949 -3.5907 -0.4300 -0.8 -0.9 -0.1 -0.517
C -1.4760 -4.8011 -0.1447 0.5 1.4 -1.1 -0.228
C -2.2675 -5.5195 -1.0533 0.6 0.2 -0.9 -0.430
C -2.4639 -5.0123 -2.3629 0.9 2.0 1.5 -0.380
C -1.9495 -3.7053 -2.5835 -0.1 -1.3 0.1 -0.322
C -1.1542 -3.0598 -1.6258 -0.4 -2.9 -0.6 0.086
H -1.1934 -5.1587 0.8344 -0.3 -0.3 0.1 0.400
H -2.5892 -6.5229 -0.8164 -0.2 0.0 0.2 0.348
H -2.9860 -5.5142 -3.1642 -0.1 -0.2 0.2 0.396
H -2.1154 -3.2190 -3.5334 0.0 0.0 -0.2 0.324
H -0.7555 -2.0829 -1.8560 1.3 -2.6 -0.5 0.360
N 0.1846 0.9499 3.7987 2.3 1.2 0.5 -0.514
C 0.8239 1.0874 5.0055 -0.1 0.6 -1.9 -0.244
C 2.0131 1.8587 5.1729 -1.1 -0.5 0.6 -0.298
C 2.5855 2.5157 4.1177 -1.0 -0.4 -1.2 -0.516
C 1.9768 2.3744 2.8454 0.2 -0.7 2.8 -0.436
C 0.8273 1.5844 2.7495 -0.1 0.8 2.8 -0.109
H 0.2860 0.6257 5.8203 0.3 -0.1 0.3 0.397
H 2.4614 2.0256 6.1412 -0.2 -0.4 0.3 0.336
H 3.4487 3.1451 4.2766 0.2 0.0 -0.1 0.386
H 2.5005 2.6987 1.9583 -1.1 0.5 3.3 0.589
H 0.3049 1.5738 1.8043 0.7 0.6 3.7 0.405
C 2.0353 2.1093 -1.4515 1.2 0.1 -0.5 -0.008
N 3.1068 2.3018 -0.4659 1.6 0.4 -1.3 0.759
O 4.2647 2.2005 -0.8848 -1.5 0.2 1.3 -0.537
O 2.7549 2.5786 0.6735 1.7 -0.1 -4.7 -0.451
H 2.5117 1.3360 -2.0541 -0.8 0.1 -0.6 0.339
H 1.9208 3.0667 -1.9598 0.1 -0.2 -0.2 0.291
H 1.1381 1.8381 -0.8951 1.2 0.5 -1.6 -0.351
C -1.8259 1.8051 -3.7101 0.0 0.4 -1.9 -0.132
Cl -1.2202 2.5065 -2.2384 -0.2 0.8 -0.7 -0.137
Cl -0.6097 2.3005 -4.9780 -0.7 -0.6 0.1 -0.187
H -2.0016 0.7296 -3.7341 0.9 0.0 0.5 0.124
H -2.7907 2.1914 -4.0387 0.2 0.7 0.4 0.334
C -1.5611 0.6458 -0.1666 0.8 -0.8 -0.2 -0.539
Cl 0.1110 1.1210 0.3132 -3.5 -2.6 -3.4 -0.164
Cl -1.4890 -0.6480 -1.4226 -1.3 4.0 1.9 -0.143
H -1.9026 0.1800 0.7578 -0.7 0.3 -0.4 0.421
H -2.0095 1.4842 -0.6995 -0.4 -0.4 1.6 0.350
```
Positions in Å, forces in eV/Å.

***

Copy entry 2 word for word.
Below is C13H17AuN6S as an isolated structure at a distorted geometry, with properties calculated with ωB97M-V with the def2-TZVPD basis set.

## Properties
Kohn-Sham gap (spin up / spin down) in eV: 5.760 / 5.766
Net charge: +2

```
38
Properties=species:S:1:pos:R:3:forces:R:3:mulliken_charge:R:1
Au 1.0652 -0.4781 0.3837 -2.2 -2.1 0.6 0.991
C -0.4900 -1.6514 4.3093 -0.2 0.1 0.0 -1.501
C -0.1557 -0.8763 3.0850 0.3 -0.2 -0.6 0.784
N -0.2747 -1.3741 1.8859 1.2 1.8 -0.2 0.329
N -0.9313 -2.4764 1.6441 -0.4 -1.2 -1.6 -0.984
C -0.8380 -2.9535 0.3981 -0.3 0.3 2.4 0.757
N -1.4075 -4.1217 0.1604 0.0 -0.2 -0.6 -0.346
S -0.0961 -2.1019 -0.9175 1.0 1.0 0.0 -0.361
C 0.3097 0.5158 3.1394 -0.1 -0.3 0.1 0.776
C 0.1352 1.2977 4.2607 0.0 0.1 0.0 -0.558
C 0.4387 2.6559 4.1894 0.0 -0.1 0.1 -0.360
C 0.9093 3.1763 3.0027 0.0 0.0 -0.2 -0.831
C 1.1007 2.3183 1.9243 0.0 0.2 0.1 -0.196
N 0.8137 1.0226 1.9951 0.9 0.1 -0.5 -0.570
H -0.6580 -2.6962 4.0736 0.0 0.0 0.0 0.398
H -1.4006 -1.2468 4.7612 0.0 -0.1 0.0 0.390
H 0.3173 -1.5684 5.0378 0.0 0.1 0.0 0.417
H -1.9089 -4.6004 0.8946 0.1 0.1 0.0 0.257
H -1.4359 -4.5071 -0.7700 -0.1 -0.1 0.1 0.206
H -0.2596 0.8674 5.1703 0.0 0.0 0.0 0.396
H 0.2938 3.2911 5.0528 0.0 0.0 0.0 0.462
H 1.1402 4.2272 2.8999 0.0 0.0 0.0 0.414
H 1.5104 2.6813 0.9919 -0.1 0.0 0.0 0.689
C 4.6279 -2.2475 -3.4992 -0.1 0.0 0.0 -1.243
C 4.1465 -1.3907 -2.3783 0.0 -0.2 -0.1 0.693
C 4.8104 -0.4531 -1.6152 0.0 0.2 0.2 -0.788
C 3.8810 0.0528 -0.7089 0.1 0.2 -0.1 0.809
N 2.6955 -0.5418 -0.9150 0.0 0.7 0.5 -0.339
N 2.8860 -1.4318 -1.9213 -0.3 -0.1 -0.1 0.084
C 4.0765 1.0950 0.3405 0.0 -0.1 0.0 -1.165
H 5.6965 -2.1054 -3.6330 0.0 0.0 0.0 0.337
H 4.1328 -1.9860 -4.4354 0.0 0.0 0.0 0.342
H 4.4382 -3.3031 -3.3036 0.0 0.0 0.0 0.357
H 5.8416 -0.1578 -1.7137 0.0 0.0 0.0 0.364
H 2.1206 -1.9813 -2.2772 0.1 0.0 0.0 0.229
H 4.9652 1.6820 0.1221 0.0 0.0 0.0 0.385
H 4.2126 0.6411 1.3245 0.0 0.0 0.0 0.296
H 3.2232 1.7710 0.3803 0.1 0.0 -0.1 0.082
```
Positions in Å, forces in eV/Å.

***

What is the formula in the second record?
C13H17AuN6S

***

Number 5 is which compound?
C13H17Cl3O12